Entry 1:
4 unconnected molecules or ions with the total composition C24H65N11O3P3S. Source: OMol25; level of theory: the ωB97M-V functional and the def2-TZVPD basis.

Summary:
Orbital gap = 6.8570 eV
Lowest unoccupied orbital energy = -0.0939 Ha
2S+1 = 1
Charge = +1

Structure (XYZ):
```
107
Properties=species:S:1:pos:R:3:mulliken_charge:R:1
S 1.717 -8.675 -1.621 -0.274
C 1.198 -7.319 -2.727 -0.734
C 0.991 -6.039 -1.932 -0.578
C -0.286 -6.022 -1.063 -0.655
C -1.441 -6.594 -1.785 0.044
N -1.842 -7.861 -1.705 0.074
C -2.920 -8.088 -2.535 -0.318
C -3.188 -6.901 -3.134 -0.384
N -2.259 -6.004 -2.654 0.001
H 1.567 -9.755 -2.406 0.156
H 2.021 -7.134 -3.415 0.503
H 0.349 -7.621 -3.340 0.398
H 1.863 -5.909 -1.292 0.357
H 0.993 -5.199 -2.627 0.318
H -0.104 -6.521 -0.114 0.388
H -0.523 -4.985 -0.816 0.342
H -1.406 -8.583 -1.147 0.288
H -3.430 -9.020 -2.691 0.412
H -3.954 -6.710 -3.863 0.412
H -2.216 -5.038 -2.940 0.232
O 3.805 -4.235 -3.433 -0.759
P 4.925 -3.230 -3.550 0.755
N 6.227 -4.325 -3.831 0.112
C 7.595 -4.191 -3.381 -0.800
C 6.127 -5.112 -5.059 -1.002
N 4.860 -2.660 -1.896 0.277
C 5.832 -3.093 -0.906 -1.235
C 3.537 -2.760 -1.289 -1.330
N 5.748 -1.828 -4.033 0.106
C 6.062 -1.712 -5.458 -1.048
C 6.343 -0.789 -3.212 -0.832
H 8.159 -3.395 -3.892 0.220
H 8.133 -5.123 -3.555 0.405
H 7.668 -4.026 -2.310 0.156
H 6.338 -4.517 -5.957 0.298
H 5.125 -5.531 -5.162 0.210
H 6.817 -5.957 -5.044 0.405
H 5.870 -4.187 -0.808 0.350
H 5.583 -2.674 0.071 0.396
H 6.830 -2.712 -1.121 0.311
H 3.316 -3.783 -0.953 0.276
H 2.759 -2.459 -1.990 0.348
H 3.463 -2.103 -0.419 0.529
H 7.043 -2.141 -5.693 0.304
H 6.068 -0.671 -5.781 0.366
H 5.314 -2.223 -6.064 0.320
H 7.327 -1.092 -2.845 0.263
H 5.712 -0.509 -2.375 0.230
H 6.478 0.126 -3.795 0.383
O 2.012 1.358 1.479 -0.856
P 0.549 1.483 1.159 0.872
N -0.027 0.126 2.067 0.117
C -1.122 -0.750 1.726 -0.784
C 0.186 0.208 3.511 -1.062
N 0.685 1.161 -0.558 0.226
C 0.337 -0.132 -1.108 -1.268
C 1.972 1.557 -1.132 -1.106
N -0.968 2.208 0.935 0.159
C -1.612 2.763 2.127 -0.392
C -1.814 2.214 -0.242 -0.776
H -2.116 -0.280 1.806 0.204
H -1.124 -1.613 2.393 0.444
H -1.025 -1.171 0.728 0.087
H -0.498 0.917 3.996 0.325
H 1.207 0.525 3.727 0.292
H 0.056 -0.766 3.985 0.392
H 0.901 -0.946 -0.627 0.307
H 0.545 -0.166 -2.181 0.456
H -0.734 -0.333 -1.039 0.325
H 2.761 0.824 -0.923 0.306
H 2.298 2.519 -0.746 0.372
H 1.879 1.652 -2.218 0.317
H -2.247 2.025 2.629 0.222
H -2.234 3.624 1.886 -0.393
H -0.864 3.110 2.843 0.452
H -2.386 1.284 -0.325 0.263
H -1.251 2.378 -1.156 0.283
H -2.534 3.035 -0.190 0.260
O -5.881 5.011 2.559 -0.834
P -5.622 6.358 3.180 0.784
N -3.895 6.277 3.238 0.253
C -3.023 6.832 4.250 -0.864
C -3.237 6.171 1.942 -1.285
N -6.383 6.035 4.719 0.181
C -5.595 5.735 5.902 -1.168
C -7.467 5.055 4.646 -1.068
N -5.733 8.032 3.441 0.094
C -5.253 8.897 2.362 -1.074
C -6.083 8.746 4.654 -0.860
H -2.963 7.932 4.236 0.224
H -2.008 6.457 4.109 0.384
H -3.296 6.518 5.253 0.192
H -3.249 7.119 1.387 0.308
H -3.731 5.418 1.323 0.328
H -2.198 5.853 2.040 0.418
H -4.922 4.879 5.751 0.308
H -6.253 5.504 6.742 0.414
H -5.017 6.598 6.236 0.291
H -7.092 4.026 4.607 0.316
H -8.090 5.218 3.770 0.370
H -8.108 5.146 5.527 0.318
H -4.190 9.140 2.479 0.302
H -5.807 9.835 2.325 0.379
H -5.386 8.417 1.392 0.331
H -5.226 8.823 5.330 0.272
H -6.917 8.289 5.176 0.276
H -6.406 9.763 4.418 0.370
```

Entry 2:
9 unconnected molecules or ions with the total composition C24H65N3O9. Source: OMol25; level of theory: the ωB97M-V functional and the def2-TZVPD basis.

Summary:
Orbital gap = 7.7382 eV
Lowest unoccupied orbital energy = 0.0002 Ha
Structure (SMILES) = CC1(C)CCCC(C)(C)N1O.NC(N)=O.CCO.CCO.CCO.CCO.CCO.CCO.CCO
2S+1 = 1

Structure (XYZ):
```
101
Properties=species:S:1:pos:R:3:mulliken_charge:R:1
C 0.781 4.358 2.218 -1.771
C -0.404 5.048 1.436 1.711
C -1.242 3.876 0.915 -1.680
C -1.324 5.784 2.415 -1.379
C -2.401 6.760 1.812 -0.704
C -1.721 7.721 0.861 -1.184
C -0.882 7.022 -0.203 1.500
C -1.757 6.328 -1.259 -1.636
C -0.004 8.146 -0.856 -1.943
N 0.089 6.047 0.433 0.164
O 1.101 5.666 -0.382 -0.434
H 1.329 3.707 1.537 0.300
H 1.552 4.931 2.734 0.393
H 0.387 3.780 3.054 0.405
H -2.234 4.172 0.572 0.337
H -0.678 3.362 0.137 0.344
H -1.627 3.237 1.710 0.481
H -1.924 5.053 2.957 0.407
H -0.840 6.283 3.255 0.433
H -3.152 6.129 1.337 0.316
H -2.892 7.289 2.629 0.384
H -1.068 8.432 1.367 0.420
H -2.461 8.330 0.341 0.431
H -1.204 5.670 -1.930 0.310
H -2.149 7.078 -1.945 0.461
H -2.610 5.779 -0.860 0.328
H -0.640 8.967 -1.186 0.421
H 0.532 7.765 -1.726 0.381
H 0.661 8.594 -0.118 0.456
H 0.738 4.953 -0.912 0.347
N -0.549 -3.352 -0.430 -0.294
C -0.212 -2.258 0.139 0.855
N 0.228 -1.418 -0.744 -0.238
O -0.262 -1.997 1.361 -0.734
H -0.527 -3.321 -1.439 0.064
H -0.952 -4.110 0.103 0.156
H 0.515 -1.737 -1.658 0.058
H 0.277 -0.443 -0.487 0.120
C -2.935 -9.139 -0.083 -0.971
C -2.007 -7.970 -0.266 -0.230
O -1.981 -7.248 0.931 -0.515
H -3.951 -8.918 0.245 0.282
H -2.532 -9.799 0.686 0.294
H -2.848 -9.706 -1.010 0.319
H -2.377 -7.313 -1.053 0.252
H -1.002 -8.251 -0.583 0.281
H -1.462 -7.718 1.588 0.293
C 2.292 -4.024 -4.380 -0.945
C 1.127 -5.030 -4.539 -0.282
O -0.074 -4.289 -4.578 -0.466
H 3.214 -4.599 -4.295 0.363
H 2.269 -3.438 -3.462 0.185
H 2.413 -3.403 -5.268 0.280
H 1.046 -5.797 -3.769 0.266
H 1.227 -5.563 -5.485 0.353
H -0.674 -4.707 -5.200 0.263
C 4.257 0.586 4.529 -0.957
C 3.137 -0.440 4.215 -0.206
O 1.836 -0.059 4.461 -0.522
H 4.080 1.470 3.917 0.248
H 5.250 0.183 4.327 0.318
H 4.166 0.803 5.593 0.265
H 3.346 -1.308 4.840 0.241
H 3.216 -0.804 3.191 0.285
H 1.332 -0.658 3.906 0.334
C -2.841 -0.257 -3.744 -0.844
C -2.097 -0.022 -5.038 -0.287
O -0.676 -0.399 -4.882 -0.453
H -2.549 0.365 -2.898 0.219
H -2.715 -1.279 -3.387 0.227
H -3.867 0.052 -3.940 0.344
H -2.186 0.982 -5.452 0.310
H -2.426 -0.696 -5.829 0.272
H -0.741 -1.357 -4.861 0.214
C -4.495 -1.905 4.952 -1.031
C -5.183 -1.034 3.884 -0.171
O -4.405 0.194 3.782 -0.488
H -4.842 -2.923 5.127 0.339
H -4.369 -1.375 5.896 0.286
H -3.483 -2.150 4.629 0.284
H -6.231 -0.889 4.147 0.279
H -5.190 -1.533 2.915 0.223
H -3.505 -0.095 3.616 0.282
C 3.871 2.347 -3.786 -1.055
C 3.025 1.760 -2.689 -0.214
O 1.712 2.105 -3.120 -0.437
H 3.771 1.702 -4.658 0.317
H 4.918 2.266 -3.494 0.375
H 3.659 3.406 -3.930 0.244
H 3.358 2.261 -1.780 0.340
H 3.260 0.695 -2.698 0.188
H 1.422 1.493 -3.800 0.235
C 4.009 -5.735 2.507 -0.970
C 4.743 -5.323 1.198 -0.204
O 4.105 -4.131 0.760 -0.475
H 4.173 -4.940 3.234 0.218
H 4.270 -6.706 2.926 0.341
H 2.944 -5.904 2.349 0.312
H 4.751 -6.065 0.400 0.243
H 5.820 -5.178 1.291 0.274
H 3.151 -4.228 0.725 0.253
```

Entry 3:
A molecular structure, C24H66Cl2F6N6NiO14P. Source: OMol25; level of theory: the ωB97M-V functional and the def2-TZVPD basis.

Summary:
Orbital gap (alpha / beta) = 9.5496 / 9.5394 eV
Lowest unoccupied orbital energy (alpha / beta) = 0.0823 / 0.0818 Ha
2S+1 = 3
⟨S²⟩ = 2.0038
Charge = -1

Structure (XYZ):
```
120
Properties=species:S:1:pos:R:3:lowdin_spin:R:1
Ni -0.274 -0.575 -0.090 1.743
Cl 2.094 -1.399 -2.280 0.003
O 0.799 -0.810 -1.871 0.024
O 3.043 -1.100 -1.260 -0.001
O 1.934 -2.807 -2.393 0.000
O 2.419 -0.869 -3.597 0.006
Cl -3.990 -4.668 0.940 0.000
O -3.254 -5.510 0.021 0.000
O -3.206 -3.477 1.075 0.000
O -5.269 -4.336 0.402 0.000
O -4.154 -5.342 2.185 0.000
P -1.200 3.407 3.305 0.000
F -2.286 2.560 4.183 0.000
F -2.138 3.183 1.968 0.000
F -1.900 4.722 3.726 0.000
F -0.049 4.187 2.435 0.000
F -0.226 3.444 4.605 0.000
F -0.523 1.987 2.878 0.000
C -1.637 6.345 -1.972 0.000
C -0.753 5.098 -1.671 0.000
C 0.416 5.422 -0.621 0.000
O 1.257 6.583 -0.937 0.000
C 2.041 6.283 -2.050 0.000
N -1.443 4.000 -0.984 0.000
H -2.259 6.234 -2.881 0.000
H -1.044 7.262 -2.217 0.000
H -2.281 6.612 -1.094 0.000
H -0.252 4.669 -2.590 0.000
H 1.004 4.534 -0.638 0.000
H 0.092 5.638 0.413 0.000
H 2.745 7.075 -2.254 0.000
H 1.454 6.230 -3.005 0.000
H 2.491 5.314 -1.951 0.000
H -1.550 4.327 -0.028 0.000
H -2.272 3.741 -1.507 0.000
C -6.370 -2.504 -3.679 0.000
C -5.006 -2.826 -3.027 0.000
C -3.955 -2.309 -4.013 0.000
O -2.653 -2.399 -3.460 0.000
C -2.113 -3.610 -3.012 0.000
N -4.889 -2.188 -1.725 0.000
H -6.485 -1.394 -3.711 0.000
H -7.191 -2.853 -3.063 0.000
H -6.433 -2.901 -4.671 0.000
H -4.837 -3.876 -2.920 0.000
H -4.194 -1.274 -4.357 0.000
H -4.034 -2.971 -4.873 0.000
H -2.556 -3.958 -2.089 0.000
H -1.076 -3.429 -2.683 0.000
H -2.138 -4.334 -3.850 0.000
H -5.553 -2.681 -1.091 0.000
H -3.996 -2.441 -1.320 0.000
C 4.651 -3.994 2.688 0.000
C 5.968 -3.184 2.432 0.000
C 5.727 -2.062 1.461 0.000
O 6.956 -1.540 1.126 0.000
C 6.703 -0.286 0.546 0.000
N 6.517 -2.769 3.711 0.000
H 4.477 -4.609 1.809 0.000
H 3.812 -3.266 2.841 0.000
H 4.828 -4.626 3.563 0.000
H 6.653 -3.944 2.031 0.000
H 5.166 -1.334 2.024 0.000
H 5.054 -2.361 0.627 0.000
H 5.885 0.238 0.960 0.000
H 6.423 -0.507 -0.496 0.000
H 7.661 0.273 0.568 0.000
H 7.375 -2.263 3.714 0.000
H 5.801 -2.284 4.251 0.000
C 1.823 2.381 -1.734 0.000
C 1.732 1.781 -0.310 0.003
C 2.422 2.664 0.718 0.001
O 2.583 1.915 1.838 0.000
C 2.749 2.646 3.055 0.000
N 0.293 1.485 -0.091 0.035
H 0.988 3.130 -1.760 0.000
H 1.609 1.568 -2.453 0.000
H 2.737 2.866 -2.080 0.000
H 2.304 0.827 -0.245 0.000
H 1.854 3.583 1.055 0.000
H 3.415 3.056 0.352 0.000
H 3.711 3.142 3.147 0.000
H 2.605 1.907 3.751 0.000
H 1.913 3.368 3.196 0.000
H -0.267 2.282 -0.407 0.002
H 0.134 1.570 0.893 0.000
C -4.172 0.259 1.434 0.002
C -3.029 -0.248 0.638 0.002
C -2.952 0.534 -0.676 0.001
O -1.949 -0.071 -1.480 0.032
C -1.653 0.603 -2.696 0.002
N -1.748 -0.228 1.385 0.051
H -4.269 -0.245 2.410 0.000
H -5.096 0.097 0.860 0.000
H -3.965 1.352 1.637 0.000
H -3.223 -1.264 0.331 0.000
H -2.769 1.605 -0.518 0.000
H -3.920 0.395 -1.152 0.001
H -2.497 0.515 -3.419 0.001
H -0.747 0.254 -3.102 0.000
H -1.375 1.609 -2.324 0.000
H -1.865 -0.802 2.230 0.002
H -1.576 0.696 1.780 0.001
C 0.174 -4.772 0.981 0.002
C -0.027 -3.207 1.217 0.001
C 1.293 -2.546 1.172 0.000
O 1.192 -1.121 1.338 0.032
C 1.266 -0.745 2.724 0.003
N -0.789 -2.596 0.040 0.045
H -0.810 -5.127 0.643 0.000
H 0.349 -5.167 1.939 0.000
H 0.932 -4.985 0.191 0.000
H -0.596 -3.051 2.126 0.000
H 1.871 -2.667 0.257 0.000
H 1.892 -2.898 2.022 0.000
H 0.466 -1.260 3.212 0.000
H 1.108 0.334 2.841 0.000
H 2.243 -0.915 3.159 0.001
H -1.813 -2.821 0.073 0.001
H -0.560 -3.192 -0.753 0.002
```

Entry 4:
5 unconnected molecules or ions with the total composition C24H66N5P. Source: OMol25; level of theory: the ωB97M-V functional and the def2-TZVPD basis.

Summary:
Orbital gap = 8.6861 eV
Lowest unoccupied orbital energy = 0.0276 Ha
Structure (SMILES) = CCN(CC)CC.CCN(CC)CC.CCN(CC)CC.CCN(CC)CC.N[PH4]
2S+1 = 1

Structure (XYZ):
```
96
Properties=species:S:1:pos:R:3:mulliken_charge:R:1
C -3.602 4.648 8.174 -1.428
C -3.078 3.360 7.561 -0.320
N -3.240 3.316 6.118 0.179
C -3.050 1.993 5.548 -1.126
C -1.663 1.354 5.664 -0.626
C -2.640 4.420 5.379 -0.701
C -1.143 4.679 5.574 -0.918
H -4.630 4.831 7.857 0.337
H -3.580 4.580 9.263 0.433
H -2.998 5.511 7.889 0.285
H -3.642 2.513 7.965 0.451
H -2.035 3.210 7.884 0.246
H -3.331 2.053 4.492 0.329
H -3.778 1.328 6.022 0.432
H -0.929 1.839 5.021 -0.044
H -1.714 0.307 5.360 0.438
H -1.288 1.385 6.688 0.493
H -3.183 5.332 5.639 0.374
H -2.846 4.239 4.320 0.340
H -0.878 4.697 6.633 0.262
H -0.881 5.652 5.154 0.382
H -0.521 3.930 5.087 0.207
C -0.374 -3.187 -1.086 -1.592
C -1.227 -2.237 -1.913 -0.636
N -0.469 -1.114 -2.440 0.313
C -1.301 -0.028 -2.934 -0.676
C -2.203 -0.298 -4.140 -0.743
C 0.687 -1.456 -3.260 -0.961
C 0.455 -2.336 -4.493 -0.441
H 0.167 -2.640 -0.311 0.340
H -1.007 -3.934 -0.606 0.439
H 0.353 -3.719 -1.700 0.329
H -2.014 -1.814 -1.280 0.622
H -1.749 -2.811 -2.694 0.424
H -0.635 0.808 -3.169 0.431
H -1.922 0.297 -2.093 0.238
H -1.622 -0.397 -5.055 -0.138
H -2.892 0.537 -4.280 0.470
H -2.802 -1.201 -4.012 0.294
H 1.419 -1.951 -2.617 0.369
H 1.146 -0.512 -3.565 0.370
H -0.149 -3.212 -4.249 0.342
H 1.414 -2.696 -4.871 0.372
H -0.043 -1.803 -5.302 -0.151
C 1.851 -4.190 5.508 -1.444
C 1.797 -2.955 4.622 -0.353
N 1.611 -1.729 5.377 0.174
C 1.230 -0.590 4.556 -0.404
C 2.235 -0.079 3.519 -1.142
C 2.597 -1.468 6.416 -0.690
C 4.073 -1.437 6.003 -0.973
H 0.981 -4.224 6.165 0.331
H 1.858 -5.091 4.893 0.441
H 2.748 -4.210 6.127 0.294
H 0.945 -3.035 3.941 0.432
H 2.694 -2.936 3.982 0.282
H 0.965 0.227 5.232 0.158
H 0.313 -0.867 4.027 0.366
H 3.076 0.440 3.978 0.298
H 1.735 0.619 2.845 0.292
H 2.628 -0.893 2.907 0.274
H 2.476 -2.225 7.195 0.402
H 2.324 -0.515 6.877 0.366
H 4.331 -2.306 5.395 0.245
H 4.705 -1.460 6.892 0.383
H 4.328 -0.545 5.433 0.248
C 2.553 -0.214 -11.001 -1.423
C 1.240 -0.130 -10.239 -0.374
N 1.113 -1.159 -9.221 0.125
C -0.237 -1.311 -8.705 -0.756
C -0.853 -0.127 -7.955 -0.717
C 2.182 -1.212 -8.232 -0.725
C 2.473 0.057 -7.425 -0.872
H 2.701 -1.220 -11.395 0.340
H 2.546 0.489 -11.835 0.432
H 3.407 0.036 -10.370 0.285
H 0.409 -0.275 -10.935 0.458
H 1.125 0.890 -9.838 0.280
H -0.235 -2.189 -8.052 0.334
H -0.883 -1.558 -9.553 0.421
H -0.379 0.028 -6.986 -0.103
H -1.913 -0.319 -7.778 0.373
H -0.775 0.801 -8.523 0.396
H 3.100 -1.510 -8.745 0.376
H 1.939 -2.032 -7.550 0.347
H 2.554 0.931 -8.075 0.292
H 3.425 -0.050 -6.902 0.391
H 1.706 0.266 -6.680 0.118
N -1.144 0.027 1.390 -0.551
P -1.050 1.800 1.425 0.159
H -1.026 -0.391 0.471 0.134
H -1.973 -0.366 1.827 0.265
H -2.176 2.051 0.610 0.041
H 0.224 1.685 0.820 0.051
H -1.282 1.750 2.817 -0.144
H -0.855 3.251 1.525 0.029
```